Entry from the Open Molecules 2025 dataset: a cluster of 6 separate species, C26H32B3IN5O4 in total (wB97M-V/def2-TZVPD).

Cartesian coordinates (Å):
C: 3.189 0.497 0.535
O: 3.061 1.609 -0.350
B: 2.679 1.338 -1.663
O: 1.622 0.443 -1.873
B: 3.454 2.144 -2.940
I: 5.688 1.771 -2.709
B: 3.038 3.769 -2.744
O: 3.872 4.755 -2.201
O: 1.722 4.185 -3.104
H: 4.112 -0.021 0.301
H: 3.292 0.877 1.541
H: 2.343 -0.166 0.475
H: 0.914 0.670 -1.248
H: 3.126 1.715 -4.019
H: 4.229 5.299 -2.917
H: 1.157 3.992 -2.342
N: 6.580 -1.175 1.038
C: 6.646 -2.497 1.148
C: 7.571 -3.158 1.942
C: 8.482 -2.399 2.659
C: 8.427 -1.020 2.552
C: 7.457 -0.460 1.731
H: 5.918 -3.051 0.564
H: 7.578 -4.239 1.995
H: 9.222 -2.875 3.290
H: 9.118 -0.388 3.093
H: 7.373 0.615 1.618
N: -1.340 1.396 -0.761
C: -2.295 0.643 -1.295
C: -3.520 1.136 -1.714
C: -3.770 2.491 -1.571
C: -2.782 3.289 -1.018
C: -1.590 2.695 -0.633
H: -2.054 -0.410 -1.398
H: -4.260 0.475 -2.147
H: -4.717 2.911 -1.885
H: -2.928 4.352 -0.888
H: -0.789 3.284 -0.199
N: 2.275 -2.113 2.528
C: 1.236 -2.890 2.819
C: 1.314 -4.272 2.907
C: 2.539 -4.878 2.679
C: 3.630 -4.080 2.376
C: 3.447 -2.706 2.312
H: 0.296 -2.374 2.985
H: 0.435 -4.856 3.146
H: 2.642 -5.954 2.738
H: 4.604 -4.512 2.192
H: 4.266 -2.039 2.081
N: -2.335 -2.141 2.794
C: -2.955 -3.232 3.233
C: -3.889 -3.938 2.492
C: -4.199 -3.483 1.221
C: -3.563 -2.347 0.749
C: -2.642 -1.716 1.571
H: -2.683 -3.553 4.233
H: -4.359 -4.822 2.901
H: -4.922 -4.005 0.608
H: -3.774 -1.957 -0.237
H: -2.118 -0.826 1.240
N: -6.982 3.181 -2.064
C: -8.020 2.350 -2.067
C: -9.168 2.555 -2.816
C: -9.243 3.691 -3.605
C: -8.172 4.567 -3.613
C: -7.070 4.265 -2.828
H: -7.921 1.476 -1.433
H: -9.980 1.843 -2.780
H: -10.122 3.888 -4.205
H: -8.187 5.465 -4.214
H: -6.207 4.923 -2.809

Values from the calculation:
- spin multiplicity = 1
- HOMO energy (hartree) = -0.125
- gap between HOMO and LUMO (eV) = 5.30
- net charge = -1
- calculated total energy (eV) = -53255.929
- LUMO energy (eV) = 1.88